86
Properties=species:S:1:pos:R:3 method="wB97M-V/def2-TZVPD" s_squared=0.755 lumo_energy_ev="-6.50 / -6.57" fmax_ev_per_a=3.24 total_energy_ha=-3416.7730 orbital_gap_ev="3.54 / 3.48" de_lowest_kcal_mol=0.0 multiplicity=2 charge=+2
Ti 1.63462 2.54643 -2.20900
N 0.96786 3.73463 -0.62983
C 2.01185 4.73058 -0.17828
C 3.41189 4.45978 -0.72898
N 3.62418 3.01328 -1.25364
C 3.95814 2.11061 -0.09929
C 2.90650 1.09790 0.27236
N 1.92672 0.83120 -0.81233
C 4.71553 3.10333 -2.23592
C 4.52246 1.89853 -3.11126
N 3.17329 1.95668 -3.72688
H 0.70465 3.19818 0.20703
H 0.06800 4.17375 -0.97103
H 1.64379 5.77836 -0.52557
H 2.07319 4.74386 0.92725
H 3.69329 5.07324 -1.63114
H 4.16201 4.63162 0.10695
H 4.85307 1.57245 -0.40032
H 4.17874 2.70459 0.80956
H 3.41835 0.20910 0.62605
H 2.31309 1.55823 1.16225
H 2.24830 0.07869 -1.39988
H 0.94106 0.59241 -0.55343
H 4.63027 3.98830 -2.86579
H 5.67637 3.04009 -1.67038
H 5.33565 1.85948 -3.90665
H 4.58391 0.96496 -2.57125
H 3.19898 2.70292 -4.47394
H 2.93511 1.11716 -4.28916
Cl -2.35914 -0.53671 -2.86987
C -2.10788 1.10192 -3.39259
C -3.13558 1.83242 -4.03510
C -2.91762 3.01904 -4.70172
Cl -4.00616 3.73857 -5.79189
C -1.63179 3.65389 -4.61769
C -1.29248 4.93786 -5.26400
C -0.00598 5.34497 -5.09821
C 0.87972 4.77753 -4.22187
N 0.54040 3.70558 -3.49344
C -0.71466 3.09499 -3.69639
C -0.87561 1.79364 -3.10675
O 0.06650 1.35557 -2.30788
H -4.14696 1.43431 -4.05930
H -1.96946 5.38292 -6.02194
H 0.36809 6.08406 -5.76194
H 1.87841 5.22698 -4.10703
C -1.49607 -4.07972 -0.38649
C -1.08888 -4.62506 0.98973
C 0.49031 -4.83549 0.93533
C -1.83739 -5.79795 1.54052
Sb -1.50140 -2.81415 2.44579
C -0.45916 -3.20272 4.51880
C -0.55885 -4.71967 4.72111
C -1.12420 -2.48914 5.65756
C 0.93710 -2.69351 4.19451
C -3.63547 -1.99690 2.65601
C -3.39741 -0.60483 3.19574
C -4.39772 -2.99717 3.49721
C -3.98670 -1.96813 1.13813
H -1.23921 -4.88478 -1.09927
H -0.98068 -3.13256 -0.66540
H -2.54560 -3.89797 -0.54489
H 0.76104 -5.84539 0.54945
H 0.89243 -4.66464 1.91868
H 0.86133 -4.01791 0.29169
H -1.61572 -6.67168 0.95606
H -2.91349 -5.56633 1.46350
H -1.63157 -6.02855 2.63284
H -1.62116 -5.09642 4.81103
H -0.13021 -4.89474 5.69190
H 0.04636 -5.24620 3.98457
H -2.19454 -2.43143 5.54190
H -0.83580 -1.45153 5.67778
H -0.74829 -2.88479 6.64401
H 1.43079 -3.13953 3.29529
H 1.53767 -2.93999 5.08422
H 0.98235 -1.61047 4.07858
H -3.04092 -0.51842 4.25632
H -4.38285 -0.09329 3.18001
H -2.63029 -0.09719 2.56866
H -4.04711 -2.84921 4.54054
H -4.18988 -4.03243 3.07961
H -5.53045 -2.82409 3.50357
H -3.27532 -1.33463 0.65303
H -4.90592 -1.47894 0.84708
H -4.07784 -2.96029 0.63543